Record 1
Below is C53H53N6O2P2Rb as an isolated structure, with properties calculated with the ωB97M-V functional and the def2-TZVPD basis.

Calculated values
ΔE to the lowest compared entry with this formula, charge and spin   70.55 kJ/mol
Total charge   -2
Energy   -3237.1526 Ha
2S+1   1
HOMO level   0.5 eV

XYZ file:
```
117
Properties=species:S:1:pos:R:3:forces:R:3
Rb -1.2617 -0.9313 0.9195 -0.4 1.3 -0.5
P 3.1320 0.0226 -0.6428 -0.2 0.4 -0.4
P 2.3884 -2.1843 1.3915 -0.1 -0.6 0.1
O -1.4879 -4.2477 0.1255 0.2 0.0 0.2
O -2.9850 -2.9341 1.1699 -0.3 -0.3 0.2
N -1.5096 1.9522 0.2604 0.3 0.3 0.6
N -1.4695 1.3395 2.8184 -0.1 0.7 -0.6
N -1.7433 -2.8694 -2.1336 0.0 -0.2 0.0
N -0.7621 -1.1815 3.5215 0.1 0.0 0.6
N -1.8208 2.5580 2.5140 -0.1 -0.3 0.9
N -1.5120 3.7070 -1.4206 0.3 0.1 0.2
C 6.4277 -2.7513 1.2648 0.1 -0.1 0.0
C 1.7527 4.2347 0.6964 -0.1 0.0 0.0
C -1.5323 2.2598 -1.1513 -0.7 -0.4 -0.4
C -3.8794 2.1213 -2.5026 0.3 -0.2 0.5
C 1.2706 -2.5911 3.9313 -0.1 0.0 0.1
C 4.0262 -2.9373 0.9872 0.1 0.1 0.1
C -0.7529 -1.9116 6.2934 0.1 0.1 0.0
C 1.3679 -4.8231 5.1691 0.0 0.0 -0.2
C -2.4144 -3.4046 0.1678 -0.6 -0.4 -0.6
C 2.3653 2.7444 -1.0911 0.0 0.0 0.1
C 3.9072 -0.2436 -3.3862 -0.1 0.0 0.1
C 1.7075 -2.2851 -1.3465 0.0 0.1 0.1
C 1.9964 -4.6376 2.8086 0.1 0.5 -0.2
C -2.6896 1.5093 -1.7824 0.3 -0.1 -0.8
C 2.2899 1.9454 1.1720 0.1 -0.1 0.0
C -2.5862 6.8758 0.0663 0.0 -0.1 0.0
C -2.8039 6.4820 1.3791 0.0 0.1 0.1
C -1.0466 -0.3224 4.4462 0.0 -0.1 -0.7
C -4.6939 -1.1805 -4.2955 0.0 0.1 0.0
C -0.2923 -2.4759 3.8627 0.2 -0.1 0.2
C 1.1369 -3.3522 5.2795 0.0 -0.1 0.1
C -2.1264 4.2272 0.8166 -0.2 0.1 0.0
C 5.4950 -4.7154 0.2602 0.1 -0.1 -0.1
C 1.8822 3.1982 1.6048 0.0 0.0 0.1
C 1.5868 -0.7545 -1.3535 0.2 0.0 0.1
C -6.0648 -1.0887 -4.4963 0.0 -0.1 -0.1
C -4.8218 2.8931 -1.5377 -0.2 0.0 -0.3
C 4.6746 0.0852 -4.4950 0.1 0.0 -0.1
C 1.7009 -5.4015 4.0115 -0.1 -0.2 0.5
C -2.1475 5.9635 -0.8799 0.0 0.1 0.0
C -4.0021 -0.1610 -3.6561 -0.1 -0.2 0.0
C 5.6202 1.0968 -4.4222 -0.1 -0.1 0.1
C -1.4482 1.0065 4.0776 0.0 0.0 1.0
C -0.3758 -2.9892 5.3336 -0.2 0.0 -0.1
C 5.0437 1.4315 -2.1111 -0.1 -0.1 0.0
C 1.8858 -3.3017 2.7726 0.1 -0.2 0.1
C -6.0371 1.0533 -3.3963 -0.1 -0.1 0.0
C -1.9372 4.6222 -0.5260 0.2 0.0 0.0
C 4.0566 0.4415 -2.1822 0.1 -0.1 0.1
C -2.8971 -2.8824 -1.2271 0.3 -0.1 0.3
C 2.5455 1.7062 -0.1766 0.0 -0.2 -0.1
C -1.8139 2.8182 1.1611 0.5 -0.2 -1.0
C -2.5567 5.1609 1.7445 0.0 0.0 -0.1
C -3.5139 3.0962 -3.6523 -0.1 0.0 0.0
C 1.9844 4.0019 -0.6524 0.0 0.1 -0.1
C -1.0270 -0.6752 5.8801 0.0 -0.1 0.3
C 5.1528 -2.2265 1.4016 -0.1 0.0 0.0
C 6.6035 -4.0113 0.7085 -0.1 0.1 0.0
C 1.3401 -2.8709 0.0212 0.4 0.2 0.0
C 5.8034 1.7655 -3.2167 0.1 0.0 -0.1
C 4.2219 -4.1814 0.3888 -0.1 0.2 -0.1
C -4.6612 0.9738 -3.1778 0.0 0.2 0.0
C -6.7310 0.0384 -4.0450 -0.1 0.1 0.0
H 3.1740 -1.0374 -3.4670 0.0 0.0 0.0
H -3.3318 -1.8839 -1.1314 0.0 -0.1 0.0
H 1.4393 -0.3552 -2.3583 -0.2 0.0 0.1
H 6.2134 1.3555 -5.2905 0.0 0.0 0.0
H -2.9888 0.6749 -1.1479 -0.1 0.0 0.1
H 1.8085 -6.4801 3.9643 0.0 0.0 0.0
H -1.2907 0.0983 6.5929 0.0 0.0 0.0
H -3.6913 -3.5688 -1.5513 0.0 0.1 0.0
H 4.5254 -0.4454 -5.4282 0.0 0.0 0.0
H 7.5947 -4.4385 0.6177 0.0 0.0 0.0
H 1.2176 -5.4112 6.0695 0.0 -0.1 0.0
H 1.6988 -1.5953 4.0561 0.0 0.0 0.0
H 1.7125 -2.9354 6.1144 0.0 0.0 0.0
H 2.5348 2.5760 -2.1467 0.0 0.0 0.0
H 5.0126 -1.2412 1.8316 0.0 0.0 0.0
H -0.8158 -2.1801 7.3450 0.0 0.1 0.0
H 5.1867 1.9611 -1.1762 0.0 0.0 0.0
H -2.6833 4.8245 2.7647 0.0 0.0 0.0
H -2.6694 2.7135 -4.2296 0.0 -0.1 0.0
H -1.3602 3.9982 -2.3682 -0.1 0.0 0.0
H -1.0150 -3.8665 5.4770 0.0 0.0 0.0
H -3.2716 4.0889 -3.2653 0.0 0.0 0.0
H 1.0401 -2.7104 -2.0989 0.0 0.0 0.0
H -7.8018 0.1337 -4.1955 0.0 0.0 0.0
H -6.6069 -1.8846 -4.9962 0.0 0.0 0.0
H -5.6529 3.3961 -2.0584 0.0 0.1 0.1
H 2.7374 -2.5680 -1.5987 -0.1 -0.1 -0.1
H -1.9639 6.2753 -1.9034 0.0 0.0 0.0
H -2.0242 -3.0792 -3.0833 0.0 0.1 0.0
H 6.5383 2.5592 -3.1482 0.0 0.0 0.0
H -4.2526 3.6571 -1.0122 0.0 0.0 0.0
H 0.3095 -2.6111 0.2697 0.3 -0.5 -0.2
H -2.9376 -0.2379 -3.4763 0.0 0.1 0.1
H -1.1672 -3.6449 -1.8066 0.0 0.0 -0.1
H -4.3706 3.2100 -4.3264 0.0 0.1 0.0
H 3.3762 -4.7409 0.0092 0.0 0.0 0.0
H -0.6977 -3.2013 3.1492 0.0 0.0 0.1
H 5.6238 -5.6914 -0.1939 0.0 0.0 0.0
H 0.7213 -0.4581 -0.7477 0.3 0.2 -0.3
H 7.2906 -2.1825 1.5904 0.0 0.0 0.0
H 1.6602 3.3646 2.6513 0.0 0.0 0.0
H 1.8593 4.8061 -1.3677 -0.1 0.0 0.0
H -4.1600 -2.0619 -4.6365 0.0 0.0 0.0
H 1.3885 -3.9602 0.0223 -0.1 0.0 0.0
H 2.3639 -5.1932 1.9556 0.0 0.0 0.0
H -1.7517 1.7064 4.8616 0.1 0.0 -0.1
H -2.7711 7.9041 -0.2264 0.0 0.0 0.0
H 2.4090 1.1378 1.8865 0.0 0.0 0.0
H -5.2272 2.2017 -0.7980 0.0 0.0 0.0
H -3.1493 7.2016 2.1123 0.0 0.0 0.0
H -6.5988 1.9096 -3.0455 0.1 0.0 0.0
H -0.5755 1.8897 -1.5613 0.1 0.2 0.2
H 1.4292 5.2129 1.0296 0.0 0.0 0.0
```
Positions in Å, forces in eV/Å.

Atom charges from the Löwdin analysis, given in e for atoms 1 to 5: atom 1 (Rb): 0.9188, atom 2 (P): 1.0608, atom 3 (P): 1.0470, atom 4 (O): -0.0762, atom 5 (O): -0.1691

***

Record 2
Below is C53H55F3N11O5STeTi as an isolated structure, with properties calculated with the ωB97M-V functional and the def2-TZVPD basis.

Calculated values
Expectation value of S²   0.78
ΔE to the lowest compared entry with this formula, charge and spin   265.91 kJ/mol
Total charge   +2
Energy   -4845.9145 Ha
2S+1   2
HOMO level (spin up / spin down)   -12.8 / -13.0 eV

XYZ file:
```
130
Properties=species:S:1:pos:R:3:forces:R:3
Te -0.1338 4.1756 -0.9671 0.0 0.1 -0.2
Ti 0.6080 -0.0896 0.8048 0.3 1.7 0.2
S -1.5215 -1.7877 2.5500 -0.2 0.2 -0.4
F -0.9200 -2.5557 4.9107 0.1 0.1 0.1
F -0.7431 -0.4065 4.6442 0.0 0.0 0.0
F 0.7663 -1.7315 3.8248 0.0 -0.1 0.0
O -2.8728 -1.5474 2.9090 0.0 0.0 -0.1
O 0.9759 0.6822 2.4282 0.1 0.0 0.1
O -1.0119 -0.6565 1.6377 -0.1 -0.8 0.0
O -1.1073 -3.0621 2.0396 0.0 0.1 0.1
O 1.5911 -7.0863 1.2597 0.1 0.0 0.0
N 2.0872 2.7693 -4.2005 0.0 0.0 0.0
N 0.3234 1.5698 -2.3774 -0.1 0.2 0.0
N -2.4301 -4.6033 -0.2620 0.0 0.0 0.0
N 3.0148 0.5541 0.5318 0.0 -0.1 -0.2
N 1.8546 -4.3210 1.4310 0.2 -0.1 -0.2
N 0.4206 -1.0721 -1.7967 -0.2 0.4 0.0
N 5.4894 1.2989 0.2169 0.0 0.0 0.0
N -2.0045 -1.9048 -0.8229 0.0 0.0 -0.1
N 1.4438 -2.0153 0.7261 -0.1 0.0 0.3
N 4.2332 -5.5081 -5.7609 -0.1 0.1 0.0
N 0.2670 1.8294 0.6521 0.0 -0.7 0.2
C -0.2415 5.9485 -2.0940 0.1 -0.1 0.0
C -1.0938 6.1207 -3.1884 -0.1 0.1 -0.1
C -2.5849 1.6666 -1.1115 0.1 0.0 0.1
C 3.0494 -3.4351 -5.5645 0.0 0.0 0.0
C 1.9409 1.4351 -4.1167 -0.1 0.0 0.1
C -0.9527 7.2811 -3.9463 0.0 0.0 0.0
C -3.1358 -2.3376 -0.2873 0.0 0.0 0.0
C 4.9839 1.7657 1.5001 0.0 0.0 0.0
C 0.7139 6.9229 -1.7496 0.0 0.2 0.0
C 0.1331 9.4873 -4.4927 0.0 0.0 0.0
C 0.8030 8.0604 -2.5361 0.0 0.0 0.0
C 2.6696 -3.7428 -4.2653 0.0 0.1 0.1
C -2.9983 2.9793 -0.5038 -0.1 -0.2 -0.1
C -1.2996 -4.1674 -0.7992 0.0 -0.1 0.0
C -1.0802 -2.8276 -1.0906 0.1 0.0 -0.1
C 5.3958 -0.1532 0.1900 0.0 0.0 0.0
C -4.7498 4.3356 0.5069 0.1 0.0 0.0
C 1.2921 3.5263 -3.5191 0.0 -0.1 0.1
C 1.6180 -3.1122 1.0757 -0.2 0.0 0.1
C 1.8538 -2.8107 -3.4546 0.0 0.0 0.0
C -0.3858 4.0918 2.6365 -0.1 0.2 -0.2
C 0.7386 2.6901 4.2425 0.1 0.0 0.0
C 0.1271 -2.3738 -1.8385 -0.2 -0.1 0.1
C 3.2057 1.3362 -0.7217 0.0 0.0 0.0
C 0.5376 3.6507 5.2182 0.0 0.0 0.0
C 1.2451 -0.6005 -2.7419 0.1 0.1 -0.1
C 2.8807 -5.1180 0.7180 -0.1 0.0 0.0
C 3.8615 -5.7992 -4.5182 0.0 0.0 0.0
C 2.2173 -6.3874 0.2121 0.0 -0.1 0.0
C -4.2951 3.1344 -0.0140 0.0 0.0 0.0
C -0.5397 -1.5888 4.0885 -0.1 0.1 0.0
C 0.1480 2.9348 -2.7609 0.2 -0.2 0.1
C 1.6136 6.8318 -0.5384 0.0 -0.1 0.0
C -2.6172 5.3203 0.0648 0.0 0.1 0.0
C -3.9106 5.4401 0.5444 0.0 -0.1 0.0
C -2.1814 5.1687 -3.6228 0.0 0.0 0.1
C 1.1739 0.8687 -3.0424 0.1 -0.2 -0.2
C -2.1772 4.1002 -0.4429 0.1 0.1 -0.1
C 3.4850 1.4101 1.6623 0.0 0.0 0.0
C 3.0837 -4.9589 -3.7365 0.0 0.0 0.0
C 3.8236 -4.3480 -6.2660 0.0 0.0 0.0
C -3.3548 -3.6858 -0.0155 0.0 0.0 0.0
C 2.0277 -1.4301 -3.5280 0.0 0.0 0.0
C 3.9375 -0.6164 0.4443 -0.1 0.0 0.0
C -0.0099 8.2526 -3.6510 0.0 0.0 0.0
C 1.1274 -5.0602 2.4907 0.0 0.1 0.1
C 0.5650 -6.3251 1.8745 0.0 0.0 0.0
C 4.6615 1.8531 -0.8431 0.0 0.0 0.0
C -0.1276 4.8295 4.9060 0.0 0.0 0.0
C -0.5887 5.0487 3.6133 0.0 0.0 0.0
C 0.4889 1.8659 1.9358 0.1 -0.7 -0.4
C 0.2803 2.9083 2.9398 0.0 0.0 0.1
C 0.8209 -3.2669 -2.6484 0.0 -0.1 0.0
H 2.9736 0.6675 -1.5494 0.0 0.1 0.1
H 2.4796 2.1514 -0.7175 0.0 0.0 0.0
H -2.2653 1.7806 -2.1486 0.0 0.0 0.0
H 6.0592 -0.5563 0.9551 0.0 0.0 0.0
H 4.2025 -6.7505 -4.1271 0.0 0.0 0.0
H 1.2545 1.7734 4.4895 0.0 0.0 0.0
H -3.1383 5.6916 -3.6348 0.0 0.0 0.0
H -1.6115 7.4236 -4.7953 0.0 0.0 0.0
H -1.7534 1.2025 -0.5723 -0.2 0.1 -0.1
H 2.8765 2.3146 1.6631 0.0 0.0 0.0
H 3.5844 -1.2489 -0.3714 0.0 0.0 0.0
H 1.1740 9.6440 -4.7755 0.0 0.0 0.0
H -0.4642 9.4236 -5.3997 0.0 0.0 0.0
H 1.5294 8.8207 -2.2749 0.0 0.0 0.0
H -3.8957 -1.5986 -0.0637 0.0 0.0 0.0
H 2.8192 -5.2466 -2.7265 0.0 0.0 0.0
H -4.2881 -4.0216 0.4175 0.0 0.0 0.0
H 1.4967 4.5911 -3.4895 -0.1 0.0 -0.1
H 2.3567 7.6251 -0.5653 0.0 0.0 0.0
H 3.2999 0.8772 2.5917 0.0 0.0 0.0
H 5.7514 -0.5094 -0.7776 0.0 0.0 0.0
H 3.2948 -4.5267 -0.0990 0.0 0.0 0.0
H 3.8507 -1.1764 1.3750 0.0 0.0 0.0
H 5.0841 1.5714 -1.8082 0.0 0.0 0.0
H -4.2563 6.3866 0.9358 0.0 0.0 0.0
H 4.6951 2.9412 -0.7750 0.0 0.0 0.0
H 1.8633 -5.3064 3.2578 0.0 0.0 0.0
H -0.1883 10.3695 -3.9372 0.0 0.0 0.0
H -2.0002 4.8160 -4.6396 0.0 0.0 0.0
H -2.3107 4.3087 -2.9691 0.0 0.1 0.0
H 4.1260 -4.1361 -7.2842 0.0 0.0 0.0
H 0.5248 -4.3058 -2.6961 0.0 0.0 0.0
H -1.1178 5.9600 3.3701 0.0 0.0 0.0
H 1.0444 6.9496 0.3877 0.0 0.0 0.0
H 2.1599 5.8880 -0.4678 0.0 0.0 0.0
H 1.4849 -6.1371 -0.5700 0.0 0.0 0.0
H -0.2153 -6.0780 1.1451 0.0 0.0 0.0
H 2.9710 -7.0500 -0.2125 0.0 0.0 0.0
H 5.1280 2.8441 1.5671 0.0 0.0 0.0
H -1.9659 6.1882 0.0752 0.0 0.0 0.0
H -5.7643 4.4114 0.8733 0.0 0.0 0.0
H -4.9641 2.2844 -0.0548 0.0 0.0 0.0
H 5.5750 1.3047 2.2913 0.0 0.0 0.0
H 2.4227 0.8462 -4.8802 0.1 0.0 0.0
H 0.3479 -4.4284 2.9079 0.1 -0.1 -0.1
H -3.4203 0.9698 -1.1060 0.0 0.0 0.0
H -0.7893 4.2670 1.6478 0.0 -0.2 0.2
H -0.2973 5.5738 5.6721 0.0 0.0 0.0
H 0.8951 3.4768 6.2233 0.0 0.0 0.0
H 2.7271 -2.5200 -6.0437 0.0 0.0 0.0
H 0.1272 -6.9478 2.6517 0.0 0.0 0.0
H -0.5478 -4.9208 -1.0067 0.0 0.0 0.0
H 3.6720 -5.3555 1.4307 0.0 0.0 0.0
H -0.8150 3.0519 -3.2658 0.0 0.1 0.0
H 2.7606 -1.0190 -4.2063 0.0 0.0 0.0
```
Positions in Å, forces in eV/Å.

Atom charges from the Löwdin analysis, given in e for atoms 1 to 5: atom 1 (Te): 1.9039, atom 2 (Ti): 1.1821, atom 3 (S): 0.6057, atom 4 (F): 0.1740, atom 5 (F): 0.1748